Entry 1:
ORCA calculation (ωB97M-V/def2-TZVPD) on a structure of composition C39H36N2O7Ru at a distorted geometry.

- spin multiplicity = 2
- net charge = -1
- total energy (eV) = -60922.17157
- HOMO level (spin up / spin down) (eV) = -5.22 / -5.31
- ΔE to the lowest compared entry with this formula, charge and spin (eV) = 4.169
- LUMO energy (spin up / spin down) (eV) = 1.11 / 1.73
- expectation value of S² = 1.06
- largest force on an atom (eV/Å) = 3.29

Cartesian coordinates (Å):
Ru 0.099 -0.137 -0.067
O 0.333 2.185 1.026
C -0.513 3.179 0.516
C -1.292 2.742 -0.731
N -2.106 1.554 -0.522
C -2.623 0.959 -1.724
C -2.697 -0.619 -1.626
O -3.590 -1.166 -2.255
O -1.787 -1.166 -0.959
C -3.067 1.596 0.539
C -2.672 0.675 1.797
O -3.597 0.452 2.557
O -1.470 0.380 1.880
H -0.228 1.533 1.524
H 0.130 4.018 0.228
H -1.199 3.525 1.304
H -0.551 2.488 -1.495
H -1.907 3.594 -1.079
H -1.961 1.173 -2.566
H -3.633 1.317 -1.979
H -4.048 1.244 0.210
H -3.175 2.603 0.950
O 0.926 0.712 -1.965
C 0.959 0.028 -3.142
C 0.515 -1.462 -3.029
C 1.225 -2.356 -2.063
C 1.367 -3.694 -2.427
C 1.863 -4.601 -1.511
C 2.272 -4.125 -0.283
C 2.170 -2.761 -0.002
C 2.771 -2.336 1.312
C 2.356 -0.970 1.942
O 1.031 -0.747 1.812
C 3.151 0.241 1.439
C 2.936 1.441 2.115
C 3.628 2.582 1.762
C 4.540 2.545 0.721
C 4.766 1.357 0.054
C 4.086 0.206 0.419
C 2.774 -1.130 3.419
C 1.822 -1.177 4.426
C 2.209 -1.358 5.743
C 3.548 -1.501 6.064
C 4.503 -1.449 5.061
C 4.118 -1.258 3.748
N 1.618 -1.910 -0.866
C 0.035 0.757 -4.134
C -0.940 0.147 -4.913
C -1.735 0.896 -5.763
C -1.572 2.264 -5.853
C -0.600 2.884 -5.084
C 0.197 2.135 -4.239
C 2.370 0.020 -3.755
C 2.592 0.024 -5.126
C 3.884 0.060 -5.623
C 4.964 0.061 -4.757
C 4.747 0.023 -3.391
C 3.456 0.019 -2.896
H -0.531 -1.457 -2.705
H 0.590 -1.910 -4.022
H 1.058 -4.021 -3.409
H 1.937 -5.653 -1.749
H 2.677 -4.793 0.461
H 2.492 -3.100 2.046
H 3.861 -2.360 1.224
H 2.227 1.459 2.929
H 3.458 3.502 2.304
H 5.069 3.439 0.423
H 5.479 1.323 -0.756
H 4.297 -0.719 -0.096
H 0.783 -1.067 4.151
H 1.459 -1.388 6.520
H 3.855 -1.660 7.088
H 5.553 -1.556 5.299
H 4.870 -1.199 2.974
H -1.105 -0.915 -4.867
H -2.486 0.398 -6.358
H -2.196 2.845 -6.519
H -0.462 3.954 -5.152
H 0.958 2.612 -3.637
H 1.756 0.022 -5.812
H 4.045 0.097 -6.692
H 5.972 0.097 -5.147
H 5.588 0.007 -2.712
H 3.250 0.045 -1.839

=====

Entry 2:
ORCA calculation (ωB97M-V/def2-TZVPD) on a structure of composition C39H37FN8O4PbS.

- spin multiplicity = 1
- net charge = 0
- total energy (eV) = -79957.80652
- HOMO level (eV) = -6.63
- ΔE to the lowest compared entry with this formula, charge and spin (eV) = 1.246
- LUMO energy (eV) = -0.29
- largest force on an atom (eV/Å) = 0.88

Cartesian coordinates (Å):
Pb 0.944 -0.360 -1.069
N 3.904 -0.008 -0.243
N 4.544 1.158 -0.584
C 3.858 2.231 -1.011
N 4.607 3.338 -1.213
S 2.196 2.309 -1.228
H 3.661 -0.077 0.739
H 4.367 -0.851 -0.554
H 5.532 1.252 -0.402
H 5.607 3.263 -1.305
H 4.155 4.094 -1.698
C 1.439 -6.186 4.760
C 2.102 -4.959 5.383
C 1.536 -4.721 6.777
C 2.194 -3.508 7.415
C 1.968 -2.309 6.537
C 1.871 -1.046 7.072
C 1.670 0.052 6.243
F 1.574 1.273 6.805
C 1.578 -0.086 4.889
C 1.679 -1.362 4.322
C 1.642 -1.463 2.852
O 1.525 -0.434 2.170
C 1.769 -2.802 2.346
C 1.869 -3.841 3.213
N 1.916 -3.744 4.563
C 1.850 -2.489 5.142
C 1.636 -3.168 0.857
O 0.838 -4.103 0.639
O 2.334 -2.555 0.008
H 1.374 -6.969 5.515
H 2.003 -6.589 3.921
H 0.430 -5.948 4.423
H 3.180 -5.140 5.466
H 1.705 -5.611 7.383
H 0.458 -4.558 6.699
H 3.269 -3.687 7.520
H 1.792 -3.328 8.413
H 1.959 -0.893 8.140
H 1.445 0.762 4.231
H 1.906 -4.838 2.801
N -5.029 4.437 0.046
C -6.123 5.152 -0.376
C -7.089 5.891 0.297
C -8.087 6.457 -0.472
C -8.119 6.298 -1.865
C -7.155 5.573 -2.534
C -6.139 4.991 -1.776
N -5.076 4.212 -2.168
C -4.441 3.896 -1.072
C -3.263 3.034 -1.029
C -2.800 2.455 0.152
C -1.705 1.614 0.099
N -1.065 1.335 -1.032
C -1.489 1.902 -2.163
C -2.579 2.748 -2.209
H -4.702 4.365 0.992
H -7.065 6.015 1.372
H -8.864 7.035 0.009
H -8.924 6.756 -2.424
H -7.172 5.449 -3.608
H -3.293 2.628 1.099
H -1.319 1.138 0.994
H -0.925 1.654 -3.057
H -2.918 3.187 -3.136
O -0.903 -2.340 -0.805
H -0.438 -3.076 -0.337
H -1.045 -2.648 -1.711
C -2.090 -2.660 -5.433
C -0.823 -2.535 -5.991
C 0.163 -1.794 -5.366
C -0.083 -1.142 -4.143
C -1.378 -1.258 -3.607
C -2.355 -2.016 -4.234
N 0.909 -0.472 -3.444
C 1.935 0.143 -4.152
C 3.252 0.082 -3.674
C 4.277 0.785 -4.282
C 4.031 1.551 -5.412
C 2.739 1.595 -5.923
C 1.707 0.911 -5.307
H -2.852 -3.249 -5.924
H -0.596 -3.039 -6.923
H 1.149 -1.733 -5.806
H -1.611 -0.732 -2.690
H -3.337 -2.096 -3.783
H 3.443 -0.557 -2.821
H 5.283 0.718 -3.881
H 4.835 2.089 -5.898
H 2.539 2.179 -6.813
H 0.704 0.972 -5.712

=====

Entry 3:
ORCA calculation (ωB97M-V/def2-TZVPD) on a cluster of 3 separate species, C39H37N4O8 in total at a distorted geometry.

- spin multiplicity = 1
- net charge = +1
- total energy (eV) = -63372.06582
- HOMO level (eV) = -10.70
- LUMO energy (eV) = -3.47
- largest force on an atom (eV/Å) = 7.57

Cartesian coordinates (Å):
C 7.833 -2.530 5.970
C 8.974 -3.614 5.659
O 9.805 -3.830 6.583
O 9.095 -4.282 4.381
C 10.020 -3.435 3.631
C 9.838 -3.490 2.041
C 8.437 -4.074 1.530
C 7.132 -3.343 2.101
N 6.801 -2.036 1.449
C 7.407 -0.882 1.742
N 8.490 -0.667 2.679
C 8.916 0.706 2.728
N 8.037 1.330 1.777
N 7.163 0.444 1.224
O 6.192 0.762 0.323
C 5.157 1.447 1.144
C 3.717 0.700 1.037
C 2.822 1.243 -0.186
O 3.845 -0.740 1.086
H 6.801 -3.001 6.117
H 8.115 -1.971 6.937
H 7.772 -1.721 5.144
H 9.920 -2.370 4.074
H 11.085 -3.806 3.895
H 10.059 -2.447 1.605
H 10.660 -4.185 1.638
H 8.426 -5.220 1.660
H 8.418 -3.912 0.383
H 7.121 -3.175 3.228
H 6.239 -4.042 1.878
H 6.029 -2.012 0.755
H 9.738 1.167 3.358
H 8.080 2.338 1.570
H 5.053 2.562 0.862
H 5.424 1.432 2.265
H 3.155 1.004 2.003
H 1.905 0.544 -0.243
H 2.385 2.284 0.059
H 3.401 1.299 -1.166
H 3.305 -1.161 0.383
C -2.819 4.862 1.804
C -1.716 4.047 2.052
C -1.271 3.162 1.076
C -1.935 3.081 -0.148
C -3.054 3.879 -0.387
C -3.488 4.779 0.588
C -3.798 3.767 -1.662
O -4.773 4.467 -1.872
C -3.344 2.786 -2.674
C -4.068 2.627 -3.858
C -3.640 1.718 -4.819
C -2.484 0.970 -4.606
C -1.764 1.120 -3.427
C -2.197 2.022 -2.454
C -1.443 2.149 -1.187
O -0.432 1.490 -0.999
H -3.160 5.559 2.562
H -1.202 4.104 3.006
H -0.408 2.534 1.273
H -4.349 5.412 0.403
H -4.968 3.207 -4.033
H -4.207 1.592 -5.736
H -2.147 0.265 -5.360
H -0.866 0.531 -3.266
C -12.040 -3.022 -3.099
C -11.147 -3.894 -2.481
C -9.911 -3.431 -2.045
C -9.558 -2.095 -2.236
C -10.443 -1.227 -2.876
C -11.691 -1.691 -3.297
C -10.063 0.181 -3.129
O -10.836 0.941 -3.685
C -8.724 0.650 -2.704
C -8.328 1.958 -2.987
C -7.078 2.411 -2.579
C -6.221 1.562 -1.881
C -6.610 0.257 -1.602
C -7.859 -0.205 -2.022
C -8.247 -1.607 -1.751
O -7.497 -2.352 -1.144
H -13.009 -3.382 -3.431
H -11.416 -4.936 -2.338
H -9.221 -4.115 -1.559
H -12.389 -1.017 -3.784
H -8.992 2.626 -3.528
H -6.771 3.427 -2.805
H -5.252 1.916 -1.557
H -5.937 -0.401 -1.061

=====

Entry 4:
ORCA calculation (ωB97M-V/def2-TZVPD) on a cluster of 6 separate species, C39H38BBr2NO27P2S in total at a distorted geometry.

- spin multiplicity = 1
- net charge = 0
- total energy (eV) = -268002.97514
- HOMO level (eV) = -8.88
- LUMO energy (eV) = -1.89
- largest force on an atom (eV/Å) = 4.92
- SMILES string = CCOB(O)[C@]1(S)NC(=O)[C@@H](P(O)Br)[C@@]1(OC[C@@H](C)O)P(O)Br.O=C1C=C(O)C(=O)C=C1O.O=C1C=C(O)C(=O)C=C1O.O=C1C=C(O)C(=O)C=C1O.O=C1C=C(O)C(=O)C=C1O.O=C1C=C(O)C(=O)C=C1O

Cartesian coordinates (Å):
C -3.691 1.281 2.561
C -3.846 1.611 0.984
O -3.376 2.973 0.681
B -3.300 3.118 -0.765
O -4.539 2.821 -1.487
C -1.924 3.551 -1.543
S -1.589 2.159 -2.729
N -0.665 3.668 -0.734
C -0.101 5.016 -0.642
O 0.556 5.559 0.278
C -0.556 5.682 -2.058
P 0.711 5.293 -3.423
O 0.079 4.218 -4.597
Br 2.379 4.162 -2.345
C -2.040 5.079 -2.118
O -2.663 5.724 -0.940
C -3.134 7.056 -1.254
C -3.598 7.700 0.170
C -2.370 8.323 0.994
O -4.531 8.779 -0.122
P -2.988 5.103 -3.770
O -4.699 5.143 -3.483
Br -2.556 7.039 -4.921
H -4.432 1.911 3.155
H -2.602 1.470 2.878
H -3.956 0.183 2.726
H -3.248 0.847 0.368
H -4.973 1.579 0.732
H -4.523 1.854 -1.666
H -2.113 2.401 -3.989
H -0.794 3.148 0.147
H -0.412 6.812 -1.905
H 0.584 3.363 -4.580
H -2.336 7.768 -1.659
H -4.096 7.069 -1.898
H -4.124 6.865 0.775
H -1.845 9.093 0.323
H -1.630 7.556 1.400
H -2.776 8.912 1.902
H -4.147 9.565 0.322
H -4.881 5.143 -2.514
C -3.166 -4.644 -1.074
C -3.940 -3.567 -1.230
C -3.354 -2.209 -1.420
O -4.091 -1.249 -1.579
C -1.893 -2.083 -1.401
C -1.119 -3.159 -1.241
C -1.705 -4.521 -1.079
O -0.966 -5.482 -0.954
O 0.238 -3.055 -1.219
O -5.295 -3.664 -1.226
H -3.578 -5.635 -0.938
H -1.481 -1.090 -1.522
H 0.566 -3.968 -1.093
H -5.620 -2.755 -1.357
C -5.861 -3.428 -6.918
C -6.562 -2.306 -7.100
C -7.097 -1.528 -5.946
O -7.716 -0.498 -6.149
C -6.854 -2.046 -4.596
C -6.156 -3.169 -4.414
C -5.598 -3.932 -5.567
O -4.950 -4.944 -5.362
O -5.923 -3.666 -3.161
O -6.817 -1.826 -8.349
H -5.466 -4.000 -7.747
H -7.262 -1.482 -3.768
H -5.399 -4.479 -3.299
H -7.336 -1.010 -8.212
C 1.258 -2.271 2.144
C 0.508 -1.951 3.201
C 1.025 -2.094 4.592
O 0.318 -1.775 5.532
C 2.379 -2.626 4.770
C 3.128 -2.949 3.713
C 2.622 -2.780 2.322
O 3.339 -3.068 1.379
O 4.391 -3.449 3.869
O -0.762 -1.480 3.051
H 0.895 -2.169 1.129
H 2.736 -2.741 5.786
H 4.726 -3.603 2.961
H -1.089 -1.323 3.958
C 6.048 1.194 4.035
C 6.726 2.024 4.831
C 7.210 1.591 6.173
O 7.842 2.370 6.865
C 6.895 0.227 6.611
C 6.214 -0.601 5.817
C 5.754 -0.177 4.465
O 5.151 -0.969 3.763
O 5.911 -1.870 6.209
O 7.004 3.300 4.448
H 5.693 1.494 3.058
H 7.236 -0.068 7.594
H 5.419 -2.266 5.460
H 7.501 3.692 5.192
C 7.427 -4.926 0.144
C 8.062 -5.797 -0.643
C 8.459 -7.146 -0.147
O 9.020 -7.924 -0.899
C 8.156 -7.482 1.248
C 7.524 -6.609 2.035
C 7.103 -5.271 1.530
O 6.511 -4.506 2.273
O 7.238 -6.906 3.333
O 8.372 -5.490 -1.932
H 7.131 -3.945 -0.205
H 8.464 -8.457 1.601
H 6.781 -6.118 3.686
H 8.824 -6.281 -2.286

=====

Entry 5:
ORCA calculation (ωB97M-V/def2-TZVPD) on a cluster of 5 separate species, C39H38ClF32N3O4S in total at a distorted geometry.

- spin multiplicity = 1
- net charge = 0
- total energy (eV) = -164025.90325
- HOMO level (eV) = -8.17
- LUMO energy (eV) = -1.30
- largest force on an atom (eV/Å) = 5.22
- SMILES string = CCCCNc1c([C@H](Cl)CC)cc(-c2ccccc2)c2nsnc12.FC(F)C(F)(F)COC(F)(F)C(F)F.FC(F)C(F)(F)COC(F)(F)C(F)F.FC(F)C(F)(F)COC(F)(F)C(F)F.FC(F)C(F)(F)COC(F)(F)C(F)F

Cartesian coordinates (Å):
C -0.240 0.254 1.269
C -1.110 -0.881 2.051
C -0.829 -2.343 1.418
C -0.466 -3.426 2.552
N -1.365 -4.619 2.594
C -2.744 -4.282 2.988
C -3.947 -4.740 2.137
C -3.878 -5.564 0.770
Cl -2.564 -6.839 0.697
C -3.861 -4.497 -0.436
C -3.244 -5.043 -1.818
C -5.417 -4.331 2.621
C -5.671 -3.502 3.893
C -7.190 -3.106 4.260
C -8.382 -4.097 4.233
C -9.793 -3.488 4.595
C -10.002 -1.979 4.947
C -8.773 -0.986 4.989
C -7.391 -1.583 4.632
C -4.521 -3.001 4.838
N -4.590 -2.227 6.061
S -2.938 -2.047 6.559
N -2.169 -2.939 5.301
C -3.085 -3.455 4.307
H -0.104 -0.057 0.169
H 0.776 0.349 1.812
H -0.836 1.237 1.284
H -0.799 -0.796 3.159
H -2.223 -0.602 2.009
H 0.090 -2.211 0.725
H -1.684 -2.748 0.778
H -0.355 -2.863 3.541
H 0.589 -3.830 2.300
H -0.978 -5.249 3.324
H -4.885 -6.130 0.685
H -4.971 -4.244 -0.658
H -3.398 -3.491 -0.103
H -3.299 -6.180 -1.934
H -3.909 -4.611 -2.664
H -2.182 -4.634 -2.033
H -6.332 -4.655 2.012
H -8.247 -5.196 3.967
H -10.748 -4.135 4.577
H -11.020 -1.516 5.195
H -8.891 0.117 5.242
H -6.479 -0.888 4.652
C 2.918 -4.237 -3.910
C 1.682 -3.384 -4.276
C 1.628 -1.973 -3.683
F 1.671 -1.961 -2.337
F 0.469 -1.358 -4.033
F 0.564 -4.088 -3.979
F 1.686 -3.251 -5.637
O 2.789 -5.162 -2.813
C 2.939 -4.650 -1.504
C 1.629 -4.659 -0.703
F 0.629 -4.024 -1.347
F 1.791 -4.019 0.484
F 3.518 -3.433 -1.566
F 3.838 -5.455 -0.892
H 3.100 -4.884 -4.773
H 3.825 -3.634 -3.820
H 2.454 -1.360 -4.054
H 1.300 -5.680 -0.501
C 6.766 0.602 0.755
C 7.913 -0.165 0.061
C 8.438 0.437 -1.246
F 7.488 0.570 -2.188
F 9.397 -0.362 -1.781
F 7.536 -1.455 -0.106
F 8.957 -0.194 0.944
O 5.418 0.160 0.503
C 4.802 0.605 -0.688
C 4.575 -0.523 -1.704
F 5.709 -1.199 -1.982
F 4.126 -0.023 -2.886
F 5.503 1.642 -1.185
F 3.602 1.114 -0.318
H 6.897 0.429 1.827
H 6.861 1.684 0.635
H 8.885 1.421 -1.073
H 3.842 -1.240 -1.335
C 4.543 4.741 -1.935
C 5.344 5.203 -0.697
C 4.519 5.597 0.531
F 3.648 6.590 0.288
F 5.334 6.038 1.525
F 6.187 6.196 -1.068
F 6.143 4.154 -0.332
O 4.268 5.717 -2.956
C 3.168 6.580 -2.745
C 3.587 8.038 -2.501
F 4.479 8.156 -1.496
F 2.512 8.791 -2.152
F 2.394 6.073 -1.767
F 2.426 6.517 -3.875
H 5.177 4.008 -2.443
H 3.643 4.185 -1.661
H 3.958 4.740 0.919
H 4.034 8.470 -3.397
C -2.245 5.757 -0.105
C -1.112 4.978 -0.808
C -0.652 5.524 -2.163
F -1.643 5.592 -3.068
F 0.300 4.717 -2.701
F -1.470 3.675 -0.895
F -0.032 5.011 0.032
O -3.592 5.280 -0.278
C -4.267 5.656 -1.463
C -4.514 4.474 -2.414
F -3.380 3.806 -2.708
F -5.021 4.910 -3.594
F -3.610 6.680 -2.040
F -5.460 6.158 -1.068
H -2.066 5.640 0.969
H -2.177 6.834 -0.280
H -0.218 6.523 -2.058
H -5.216 3.763 -1.978